ORCA calculation (the ωB97M-V functional and the def2-TZVPD basis) on a molecular structure, C3H6N4O3 in a non-equilibrium geometry.

Last column: Löwdin charge in e.
Geometry (Å):
C: -0.152 0.032 1.691  -0.4224
C: 0.052 -0.225 -1.441  -0.3078
C: -0.294 0.254 -3.023  -0.3871
H: 1.563 -1.537 0.973  0.1712
H: 1.515 -1.187 2.578  0.0895
H: -1.341 1.244 3.193  0.1169
H: 0.019 0.747 3.633  0.0352
H: -2.041 0.992 -0.947  0.3071
H: 1.349 -0.843 -3.352  0.1496
N: 1.220 -0.615 1.690  0.0116
N: -0.680 0.420 3.013  0.0432
N: -0.869 0.547 0.776  0.0226
N: -0.895 0.433 -0.656  0.0071
O: 0.982 -0.975 -1.007  -0.0180
O: 0.554 -0.467 -3.900  0.0373
O: -0.983 1.178 -3.219  0.1440

Forces on the atoms, in the same order (eV/Å):
1.284 0.327 0.927
-0.663 -0.123 0.719
4.387 -2.899 2.036
-2.415 4.251 1.729
-1.588 2.187 -1.310
0.661 -1.853 -2.082
1.617 -0.561 0.619
5.499 -2.549 0.435
-2.357 0.787 -0.955
0.380 -4.084 0.331
-0.001 0.360 -0.040
-0.659 -0.364 -1.744
-2.284 0.849 1.054
-2.980 2.568 -2.426
0.028 0.880 1.932
-0.908 0.224 -1.225

* lowest unoccupied orbital energy: 0.2 eV
* orbital gap: 9.0 eV
* HOMO level: -8.8 eV
* energy relative to the best compared isomer or geometry (same formula, charge and spin): 438.51 kJ/mol
* total charge: 0